{"formula": "C60H84BiBrIO4S4SbSi2Te", "method": "the ωB97M-V functional and the def2-TZVPD basis", "relative_energy_ev": 0.0000, "largest_force_ev_per_a": 2.736, "homo_ev": -2.389, "charge": -2, "multiplicity": 1, "gap_ha": 0.2165, "species": ["Bi", "C", "O", "C", "C", "C", "C", "C", "C", "C", "C", "C", "C", "C", "C", "C", "C", "C", "C", "C", "C", "C", "C", "C", "C", "C", "C", "C", "C", "C", "C", "C", "C", "O", "C", "C", "C", "C", "C", "O", "C", "C", "C", "C", "C", "C", "O", "C", "C", "C", "C", "H", "H", "H", "H", "H", "H", "H", "H", "H", "H", "H", "H", "H", "H", "H", "H", "H", "H", "H", "H", "H", "H", "H", "H", "H", "H", "H", "H", "H", "H", "H", "H", "H", "H", "H", "H", "H", "H", "H", "H", "H", "H", "H", "H", "H", "H", "H", "H", "H", "H", "H", "H", "H", "H", "H", "H", "H", "H", "S", "Sb", "S", "S", "S", "Br", "C", "C", "C", "C", "C", "C", "I", "H", "H", "H", "H", "C", "Si", "C", "C", "C", "Te", "C", "Si", "C", "C", "C", "H", "H", "H", "H", "H", "H", "H", "H", "H", "H", "H", "H", "H", "H", "H", "H", "H", "H", "H", "H", "H", "H"], "positions_angstrom": [[0.086, 0.619, -0.463], [-2.052, 0.926, 3.169], [-1.592, 1.119, 1.843], [-2.096, 2.227, 1.163], [-1.517, 3.493, 1.299], [-0.178, 3.784, 1.933], [0.436, 2.815, 2.897], [0.387, 3.103, 4.250], [1.035, 2.328, 5.199], [1.672, 1.181, 4.738], [1.708, 0.832, 3.401], [2.349, -0.469, 2.965], [1.360, -1.586, 3.195], [1.102, -2.001, 4.494], [0.118, -2.928, 4.805], [-0.670, -3.389, 3.763], [-0.418, -3.041, 2.441], [-1.348, -3.539, 1.368], [-2.517, -2.586, 1.321], [-3.569, -2.755, 2.201], [-4.624, -1.858, 2.286], [-4.536, -0.717, 1.495], [-3.511, -0.518, 0.594], [-3.551, 0.691, -0.296], [-3.120, 2.041, 0.229], [-3.661, 3.146, -0.421], [-3.191, 4.432, -0.209], [-2.103, 4.568, 0.638], [-3.749, 5.656, -0.925], [-4.373, 6.603, 0.112], [-2.616, 6.375, -1.672], [-4.820, 5.290, -1.956], [-2.501, -1.499, 0.421], [-1.634, -1.394, -0.545], [-5.873, -2.092, 3.119], [-5.811, -3.380, 3.943], [-7.071, -2.205, 2.164], [-6.108, -0.919, 4.083], [0.643, -2.183, 2.152], [0.994, -1.939, 0.834], [2.221, -2.536, 0.447], [-0.053, -3.395, 6.245], [-1.096, -4.507, 6.388], [1.287, -3.942, 6.760], [-0.487, -2.217, 7.128], [1.172, 1.704, 2.423], [1.419, 1.527, 1.154], [1.128, 2.721, 6.667], [0.547, 1.605, 7.546], [0.386, 4.021, 6.994], [2.606, 2.946, 7.017], [-2.748, 1.713, 3.473], [-1.194, 0.920, 3.849], [-2.557, -0.044, 3.217], [-0.230, 4.774, 2.399], [0.518, 3.868, 1.087], [-0.145, 3.995, 4.547], [2.194, 0.550, 5.446], [3.259, -0.646, 3.548], [2.617, -0.375, 1.913], [1.704, -1.578, 5.284], [-1.494, -4.058, 3.949], [-1.686, -4.549, 1.608], [-0.848, -3.547, 0.400], [-3.555, -3.633, 2.828], [-5.303, 0.045, 1.546], [-4.562, 0.800, -0.708], [-2.883, 0.484, -1.144], [-4.444, 2.955, -1.138], [-1.635, 5.535, 0.750], [-3.635, 6.916, 0.846], [-5.187, 6.107, 0.639], [-4.769, 7.490, -0.381], [-1.898, 6.814, -0.986], [-3.021, 7.172, -2.296], [-2.086, 5.671, -2.309], [-5.668, 4.795, -1.486], [-4.400, 4.639, -2.719], [-5.186, 6.192, -2.446], [-5.677, -4.249, 3.304], [-6.749, -3.500, 4.486], [-5.000, -3.344, 4.666], [-6.937, -3.052, 1.492], [-7.166, -1.307, 1.560], [-7.992, -2.346, 2.730], [-5.258, -0.805, 4.754], [-7.004, -1.091, 4.681], [-6.238, 0.012, 3.536], [2.025, -3.507, -0.028], [2.883, -2.689, 1.304], [2.701, -1.875, -0.276], [-0.849, -5.357, 5.755], [-2.089, -4.147, 6.126], [-1.121, -4.847, 7.424], [1.642, -4.741, 6.112], [1.169, -4.337, 7.769], [2.044, -3.163, 6.786], [-1.442, -1.820, 6.790], [0.243, -1.414, 7.088], [-0.590, -2.539, 8.164], [-0.493, 1.421, 7.285], [0.598, 1.876, 8.600], [1.101, 0.680, 7.408], [-0.681, 3.924, 6.807], [0.781, 4.848, 6.407], [0.528, 4.262, 8.049], [3.181, 2.036, 6.880], [2.708, 3.272, 8.052], [3.022, 3.713, 6.367], [4.071, 3.090, -0.085], [2.578, 2.452, -1.681], [2.077, 0.053, -1.814], [0.202, 2.948, -1.376], [3.194, 3.062, -3.796], [0.604, -6.020, -3.114], [0.959, -4.656, -4.379], [1.400, -5.023, -5.638], [1.632, -4.046, -6.591], [1.424, -2.712, -6.267], [0.987, -2.364, -5.004], [0.737, -3.329, -4.034], [-0.148, -2.693, -2.209], [1.546, -6.068, -5.872], [1.974, -4.323, -7.578], [1.583, -1.942, -7.009], [0.803, -1.322, -4.758], [-0.063, 4.419, -4.477], [-1.299, 3.135, -5.121], [-0.469, 2.024, -6.441], [-2.773, 4.079, -5.932], [-2.156, 2.057, -3.797], [-1.099, 0.214, -3.199], [-2.969, -0.938, -3.312], [-3.400, -2.112, -4.731], [-2.464, -3.771, -4.868], [-3.300, -1.265, -6.443], [-5.211, -2.607, -4.337], [-0.088, 5.341, -5.053], [0.953, 4.028, -4.515], [-0.260, 4.663, -3.437], [0.057, 2.626, -7.176], [-1.186, 1.396, -6.965], [0.266, 1.379, -5.965], [-2.420, 4.768, -6.692], [-3.309, 4.660, -5.187], [-3.485, 3.405, -6.400], [-3.147, 1.759, -4.141], [-2.288, 2.653, -2.892], [-3.764, -0.199, -3.242], [-2.999, -1.508, -2.386], [-1.510, -3.650, -5.371], [-3.036, -4.498, -5.439], [-2.279, -4.195, -3.887], [-2.361, -0.732, -6.551], [-4.104, -0.548, -6.577], [-3.367, -1.990, -7.249], [-5.251, -3.067, -3.355], [-5.606, -3.320, -5.054], [-5.874, -1.748, -4.319]], "lowdin_charge": [1.14, -0.03, -0.20, -0.24, -0.16, -0.09, -0.15, -0.01, -0.20, -0.01, -0.12, -0.06, -0.11, 0.01, -0.17, 0.02, -0.11, -0.08, -0.13, 0.00, -0.20, -0.02, -0.14, -0.09, -0.13, 0.00, -0.18, -0.02, -0.55, -0.05, -0.04, -0.06, -0.35, -0.55, -0.56, -0.07, -0.05, -0.05, -0.17, -0.24, -0.13, -0.55, -0.07, -0.05, -0.04, -0.33, -0.39, -0.56, -0.06, -0.08, -0.05, 0.11, 0.08, 0.08, 0.12, 0.08, 0.10, 0.10, 0.13, 0.11, 0.10, 0.10, 0.12, 0.05, 0.10, 0.12, 0.13, 0.04, 0.10, 0.12, 0.08, 0.08, 0.08, 0.08, 0.08, 0.08, 0.08, 0.07, 0.08, 0.08, 0.08, 0.08, 0.09, 0.07, 0.07, 0.08, 0.07, 0.07, 0.07, 0.10, 0.01, 0.08, 0.08, 0.08, 0.09, 0.08, 0.07, 0.09, 0.06, 0.08, 0.09, 0.08, 0.06, 0.08, 0.08, 0.07, 0.07, 0.07, 0.09, -0.23, -0.03, -0.11, 0.05, -0.23, 0.69, -0.75, -0.15, -0.10, -0.08, -0.16, -0.65, 1.25, 0.09, 0.10, 0.10, 0.03, -0.22, 0.47, -0.19, -0.19, -0.54, 1.12, -0.55, 0.49, -0.19, -0.17, -0.19, 0.02, -0.08, -0.04, 0.02, 0.01, 0.00, 0.01, 0.00, 0.01, 0.00, -0.04, 0.00, -0.02, 0.01, 0.03, 0.00, 0.00, 0.02, 0.02, 0.02, 0.01, 0.02]}